1.
Computed, not measured: 2 unconnected molecules or ions with the total composition C3H8BrN2, with wB97M-V/def2-TZVPD.

```
14
Properties=species:S:1:pos:R:3:mulliken_charge:R:1
C 0.408 0.060 -0.139 0.38
C 2.020 1.802 0.364 -0.75
C -0.548 -2.223 0.289 -0.62
N 1.142 1.032 -0.472 -0.22
N -0.297 -0.823 0.176 0.08
Br -3.788 0.328 -0.078 -0.21
H 2.988 1.277 0.599 0.29
H 1.922 2.795 -0.150 0.32
H 1.564 1.953 1.318 0.33
H -1.591 -2.390 0.581 0.24
H 0.277 -2.677 0.877 0.32
H -0.523 -2.509 -0.881 0.32
H 1.112 1.280 -1.472 0.32
H -4.685 0.094 -1.012 0.21
```

**M**: 152.0 g/mol
**Charge**: +1
**Lowest unoccupied orbital energy**: -3.67 eV
**Gap between HOMO and LUMO**: 10.3498 eV
**Maximum force**: 3.6 eV/Å
**Energy above the lowest of the compared OMol25 structures with the same formula, charge and spin**: 245.9 kJ/mol
**2S+1**: 1
**E_HOMO**: -14.025 eV

2.
Computed, not measured: 2 unconnected molecules or ions with the total composition C3H8BrPS, with wB97M-V/def2-TZVPD.

```
14
Properties=species:S:1:pos:R:3:mulliken_spin:R:1
C 1.823 -0.813 0.634 0.01
C 0.697 0.093 0.153 0.04
C -0.261 -0.654 -0.764 -0.02
P -3.011 0.504 -0.408 0.78
S -1.371 0.531 -1.614 0.23
Br -1.304 2.940 1.915 0.97
H 2.462 -0.264 1.321 0.00
H 1.429 -1.682 1.154 0.00
H 2.430 -1.152 -0.203 0.00
H 1.120 0.943 -0.385 -0.02
H 0.144 0.485 1.008 0.00
H 0.274 -1.180 -1.556 0.01
H -0.877 -1.362 -0.207 0.00
H -3.556 1.611 -1.049 0.00
```

**M**: 187.0 g/mol
**Lowest unoccupied orbital energy (spin up / spin down)**: 0.80 / -3.58 eV
**Gap between HOMO and LUMO (spin up / spin down)**: 8.2848 / 6.3327 eV
**Maximum force**: 0.9 eV/Å
**Energy above the lowest of the compared OMol25 structures with the same formula, charge and spin**: 0.0 kJ/mol
**<S²>**: 2.007
**2S+1**: 3
**E_HOMO (spin up / spin down)**: -7.485 / -9.908 eV

3.
Computed, not measured: a molecular structure, C3H8Cl2Hg2O2, with wB97M-V/def2-TZVPD.

```
17
Properties=species:S:1:pos:R:3:mulliken_charge:R:1
Hg 0.730 1.265 -1.068 1.45
Hg 2.060 -2.198 -1.057 1.37
C -0.622 -1.216 0.667 -0.27
O 0.366 -0.834 -0.274 -0.77
H -0.881 -2.282 0.647 0.21
H -0.205 -1.225 1.680 0.34
H -1.536 -0.632 0.581 0.03
C 3.970 0.222 -2.163 -0.42
O 2.613 -0.026 -1.749 -0.66
H 4.421 1.016 -1.568 0.27
H 4.608 -0.652 -2.043 0.15
H 3.992 0.501 -3.217 0.28
C -3.781 1.306 1.824 -0.10
Cl -4.675 -0.166 1.372 -0.14
Cl -4.221 1.670 3.501 -0.11
H -2.705 1.182 1.731 0.07
H -4.134 2.068 1.136 0.30
```

**M**: 548.2 g/mol
**Charge**: +2
**Lowest unoccupied orbital energy**: -12.90 eV
**Gap between HOMO and LUMO**: 2.3391 eV
**Maximum force**: 2.6 eV/Å
**Energy above the lowest of the compared OMol25 structures with the same formula, charge and spin**: 168.8 kJ/mol
**2S+1**: 1
**E_HOMO**: -15.240 eV

4.
Computed, not measured: a single C3H8Cl2NP molecule, with wB97M-V/def2-TZVPD.

```
15
Properties=species:S:1:pos:R:3:mulliken_charge:R:1
C 1.865 0.566 0.198 -1.16
C 0.410 0.500 0.766 -0.53
C -0.523 0.056 -0.461 -0.29
N -1.907 0.042 -0.350 -0.09
P 0.084 -1.648 -1.075 -0.07
Cl -2.675 1.566 -0.729 -0.07
Cl -2.496 -0.562 1.244 -0.09
H 2.086 -0.451 0.135 0.44
H 1.940 1.149 -0.758 0.32
H 2.295 1.037 1.062 0.32
H 0.300 -0.178 1.613 0.40
H 0.037 1.483 1.170 0.35
H -0.172 0.823 -1.405 0.39
H -0.076 -2.505 0.044 0.04
H -1.171 -1.877 -1.454 0.03
```

**SMILES**: CC[C@@H](P)N(Cl)Cl
**M**: 160.0 g/mol
**Lowest unoccupied orbital energy**: -0.14 eV
**Gap between HOMO and LUMO**: 8.8386 eV
**Maximum force**: 4.9 eV/Å
**Energy above the lowest of the compared OMol25 structures with the same formula, charge and spin**: 372.4 kJ/mol
**2S+1**: 1
**E_HOMO**: -8.977 eV

5.
Computed, not measured: 2 unconnected molecules or ions with the total composition C3H8Cl2OP, with wB97M-V/def2-TZVPD.

```
15
Properties=species:S:1:pos:R:3:mulliken_charge:R:1
C -0.476 0.902 1.080 -1.29
C 1.365 0.996 -0.785 -1.37
C 0.577 0.177 0.268 0.53
O -0.598 -2.118 0.772 -0.42
P -0.407 -1.169 -0.510 0.64
Cl 0.264 -2.140 -2.055 -0.06
Cl -3.374 -0.611 -1.125 -0.06
H 0.139 1.428 1.880 0.37
H -1.085 0.146 1.587 0.47
H -0.955 1.781 0.547 0.34
H 1.511 1.913 -0.382 0.41
H 0.736 0.949 -1.816 0.28
H 2.279 0.604 -1.117 0.43
H 1.455 -0.282 0.769 0.32
H -1.432 -2.578 0.887 0.41
```

**M**: 162.0 g/mol
**Charge**: +1
**Lowest unoccupied orbital energy (spin up / spin down)**: -7.81 / -7.78 eV
**Gap between HOMO and LUMO (spin up / spin down)**: 7.9065 / 7.3829 eV
**Maximum force**: 5.9 eV/Å
**Energy above the lowest of the compared OMol25 structures with the same formula, charge and spin**: 380.1 kJ/mol
**2S+1**: 1
**E_HOMO (spin up / spin down)**: -15.713 / -15.160 eV

6.
Computed, not measured: a single C3H8ClNO2 molecule, with wB97M-V/def2-TZVPD.

```
15
Properties=species:S:1:pos:R:3:mulliken_spin:R:1
C 2.599 0.827 0.521 0.01
C -2.626 -1.380 -0.136 0.01
C 1.415 0.394 -0.383 0.02
N -0.870 0.093 -0.130 0.86
O -1.656 -0.767 0.650 0.14
O 0.288 0.296 0.588 0.11
Cl -1.821 1.655 -0.138 0.87
H 2.193 1.791 0.920 0.00
H 2.593 0.090 1.326 0.00
H 3.661 0.926 0.198 0.00
H -3.420 -0.705 -0.274 0.00
H -2.982 -2.362 0.273 0.00
H -2.134 -1.416 -1.201 0.00
H 1.656 -0.541 -0.923 -0.01
H 1.102 1.102 -1.291 0.00
```

**M**: 125.6 g/mol
**Lowest unoccupied orbital energy (spin up / spin down)**: 0.94 / -2.71 eV
**Gap between HOMO and LUMO (spin up / spin down)**: 7.1284 / 7.3274 eV
**Maximum force**: 7.2 eV/Å
**<S²>**: 2.007
**2S+1**: 3
**E_HOMO (spin up / spin down)**: -6.189 / -10.042 eV

7.
Computed, not measured: a single C3H8ClNOS molecule, with wB97M-V/def2-TZVPD.

```
15
Properties=species:S:1:pos:R:3:mulliken_charge:R:1
C 1.092 -1.761 -1.130 -0.80
C -1.305 0.398 -0.775 -0.89
C -0.557 0.871 1.556 -0.83
N -0.480 0.071 0.320 0.03
O 1.712 -0.745 1.232 -0.58
S 1.093 -0.451 -0.017 0.88
Cl 2.103 1.439 -0.673 -0.31
H 1.912 -2.476 -0.778 0.27
H 0.974 -1.493 -2.183 0.33
H -1.151 -0.444 -1.458 0.34
H -2.449 0.287 -0.527 0.27
H -1.165 1.319 -1.192 0.38
H 0.200 0.421 2.403 0.25
H -0.387 1.887 1.146 0.38
H -1.591 0.678 2.077 0.28
```

**SMILES**: C=[S@@](=O)(Cl)N(C)C
**M**: 141.6 g/mol
**Lowest unoccupied orbital energy**: -0.55 eV
**Gap between HOMO and LUMO**: 8.2618 eV
**Maximum force**: 4.7 eV/Å
**Energy above the lowest of the compared OMol25 structures with the same formula, charge and spin**: 264.6 kJ/mol
**2S+1**: 1
**E_HOMO**: -8.808 eV

8.
Computed, not measured: a single C3H8ClO2P molecule, with wB97M-V/def2-TZVPD.

```
15
Properties=species:S:1:pos:R:3:mulliken_charge:R:1
C 0.835 -0.681 1.370 -0.72
C -2.215 -0.194 1.022 -0.67
C 1.322 0.049 -1.978 -0.86
O -1.363 0.836 0.503 -0.30
O 0.189 -0.186 -1.162 -0.29
P 0.171 0.498 0.313 0.84
Cl 0.684 2.431 -0.058 -0.28
H 1.722 -1.026 0.718 0.17
H 1.113 -0.376 2.429 0.27
H -2.969 -0.382 0.271 0.22
H -2.668 0.203 1.868 0.25
H -1.580 -1.123 1.288 0.41
H 2.251 -0.085 -1.485 0.39
H 1.343 0.947 -2.523 0.32
H 1.164 -0.911 -2.578 0.24
```

**SMILES**: C=P(Cl)(OC)OC
**M**: 142.5 g/mol
**Lowest unoccupied orbital energy**: 0.74 eV
**Gap between HOMO and LUMO**: 9.2028 eV
**Maximum force**: 4.3 eV/Å
**Energy above the lowest of the compared OMol25 structures with the same formula, charge and spin**: 160.5 kJ/mol
**2S+1**: 1
**E_HOMO**: -8.459 eV

9.
Computed, not measured: a molecular structure, C3H8CsO, with wB97M-V/def2-TZVPD.

```
13
Properties=species:S:1:pos:R:3:mulliken_spin:R:1
Cs 7.470 8.879 -23.371 0.00
C 3.134 6.604 -24.509 0.19
C 4.326 6.256 -23.788 0.05
C 5.392 5.542 -24.597 0.03
O 4.939 7.341 -23.165 0.51
H 2.403 7.109 -23.878 0.00
H 2.601 5.726 -24.874 0.00
H 3.457 7.228 -25.343 0.04
H 4.073 5.628 -22.934 0.17
H 5.728 6.171 -25.422 0.02
H 4.997 4.621 -25.028 0.00
H 6.269 5.277 -24.006 0.01
H 4.398 7.643 -22.432 -0.01
```

**M**: 193.0 g/mol
**Charge**: +2
**Lowest unoccupied orbital energy (spin up / spin down)**: -7.37 / -14.15 eV
**Gap between HOMO and LUMO (spin up / spin down)**: 14.1687 / 7.3046 eV
**Maximum force**: 5.4 eV/Å
**Energy above the lowest of the compared OMol25 structures with the same formula, charge and spin**: 0.0 kJ/mol
**<S²>**: 0.754
**2S+1**: 2
**E_HOMO (spin up / spin down)**: -21.539 / -21.457 eV

10.
Computed, not measured: 2 unconnected molecules or ions with the total composition C3H8F2N3, with wB97M-V/def2-TZVPD.

```
16
Properties=species:S:1:pos:R:3:mulliken_charge:R:1
C -0.985 -2.116 2.919 0.50
C 0.362 1.581 -3.754 -0.62
C 1.240 -0.705 2.514 0.37
N -0.004 -1.548 2.539 -0.08
N -1.970 -2.970 2.974 -0.37
N 0.061 2.882 -3.065 -0.55
F 1.741 -0.768 3.740 -0.17
F 0.805 0.475 2.184 -0.17
H -0.006 1.756 -4.784 0.27
H 1.413 1.490 -3.589 0.27
H -0.120 0.959 -3.066 0.23
H 1.761 -1.213 1.574 0.31
H -1.690 -3.917 2.588 0.33
H -2.597 -2.769 3.720 0.29
H -0.811 3.371 -3.177 0.20
H 0.801 3.491 -3.316 0.20
```

**M**: 124.1 g/mol
**Charge**: +1
**Lowest unoccupied orbital energy**: -5.30 eV
**Gap between HOMO and LUMO**: 5.4935 eV
**Maximum force**: 4.8 eV/Å
**Energy above the lowest of the compared OMol25 structures with the same formula, charge and spin**: 146.4 kJ/mol
**2S+1**: 1
**E_HOMO**: -10.789 eV

11.
Computed, not measured: a single C3H8F2NPS molecule, with wB97M-V/def2-TZVPD.

```
16
Properties=species:S:1:pos:R:3:mulliken_charge:R:1
C -0.551 1.061 0.751 -1.26
C -0.116 -0.949 -0.828 -1.63
C 0.461 0.311 -0.218 0.40
N 1.652 -0.016 0.529 -0.27
F 3.401 1.531 -0.452 -0.23
F 2.883 -0.429 -1.610 -0.27
P 3.235 0.007 -0.076 0.60
S 4.841 -0.650 0.721 -0.34
H -0.239 1.227 1.720 0.39
H -0.759 2.045 0.490 0.34
H -1.431 0.398 0.778 0.32
H -0.337 -1.718 -0.119 0.39
H 0.663 -1.334 -1.425 0.44
H -0.955 -0.632 -1.334 0.46
H 0.686 0.968 -0.976 0.35
H 1.375 -0.663 1.372 0.32
```

**SMILES**: CC(C)NP(F)(F)=S
**M**: 159.1 g/mol
**Lowest unoccupied orbital energy**: 0.72 eV
**Gap between HOMO and LUMO**: 10.4397 eV
**Maximum force**: 3.9 eV/Å
**Energy above the lowest of the compared OMol25 structures with the same formula, charge and spin**: 0.0 kJ/mol
**2S+1**: 1
**E_HOMO**: -9.715 eV

12.
Computed, not measured: 2 unconnected molecules or ions with the total composition C3H8F3NSi, with wB97M-V/def2-TZVPD.

```
16
Properties=species:S:1:pos:R:3:mulliken_charge:R:1
C -0.858 -1.205 0.397 -1.25
C 0.029 1.776 0.825 -0.91
C -2.217 -2.090 -2.820 1.04
N 1.803 -0.033 -0.436 -0.50
F -1.665 -3.083 -3.510 -0.23
F -3.513 -2.320 -2.745 -0.22
F -2.028 -1.001 -3.580 -0.24
Si 0.325 0.048 0.431 0.42
H -0.475 -2.116 0.168 0.49
H -1.748 -1.243 0.968 0.34
H -1.724 -1.888 -1.826 -0.29
H -1.049 1.919 0.891 0.28
H 0.543 1.953 1.708 0.34
H 0.598 2.370 0.092 0.26
H 2.116 -0.978 -0.848 0.23
H 2.098 0.742 -1.007 0.24
```

**SMILES**: C=[Si](C)N.FC(F)F
**M**: 143.2 g/mol
**Lowest unoccupied orbital energy**: 0.32 eV
**Gap between HOMO and LUMO**: 8.4637 eV
**Maximum force**: 3.2 eV/Å
**Energy above the lowest of the compared OMol25 structures with the same formula, charge and spin**: 76.9 kJ/mol
**2S+1**: 1
**E_HOMO**: -8.142 eV

13.
Computed, not measured: a single C3H8FN molecule, with wB97M-V/def2-TZVPD.

```
13
Properties=species:S:1:pos:R:3:mulliken_charge:R:1
C 1.793 -0.533 0.001 -1.33
C 0.432 0.055 0.369 0.50
C -0.704 -0.743 -0.261 -0.68
H 1.959 -0.740 -1.034 0.36
H 2.514 0.259 0.247 0.33
H 1.988 -1.380 0.625 0.38
H 0.234 0.148 1.436 0.22
H -0.730 -1.813 0.154 0.29
H -0.544 -1.007 -1.300 0.32
H -1.631 0.898 0.054 0.31
H -2.350 -0.302 0.907 0.25
N -1.949 -0.061 0.001 -0.62
F 0.342 1.299 -0.194 -0.34
```

**SMILES**: C[C@@H](F)CN
**M**: 77.1 g/mol
**Lowest unoccupied orbital energy**: 1.12 eV
**Gap between HOMO and LUMO**: 10.4959 eV
**Maximum force**: 3.0 eV/Å
**Energy above the lowest of the compared OMol25 structures with the same formula, charge and spin**: 23.0 kJ/mol
**2S+1**: 1
**E_HOMO**: -9.373 eV

14.
Computed, not measured: 2 unconnected molecules or ions with the total composition C3H8FN2O, with wB97M-V/def2-TZVPD.

```
15
Properties=species:S:1:pos:R:3:mulliken_charge:R:1
C -1.567 0.327 -0.327 0.60
C 3.183 0.671 -0.106 -0.70
C 2.055 0.365 0.445 0.13
N -2.481 0.387 0.640 -0.37
N -1.385 -1.229 -0.647 -0.45
O -0.896 1.253 -0.713 -0.40
F 1.207 -0.572 -0.100 -0.24
H 3.543 0.141 -0.973 0.23
H 3.745 1.428 0.190 0.30
H 1.675 1.043 1.237 0.28
H -2.438 1.279 1.093 0.28
H -2.743 -0.440 1.094 0.22
H -2.277 -1.579 -1.067 0.37
H -1.191 -1.695 0.240 0.41
H -0.431 -1.380 -1.007 0.37
```

**M**: 107.1 g/mol
**Charge**: +1
**Lowest unoccupied orbital energy**: -4.07 eV
**Gap between HOMO and LUMO**: 9.5485 eV
**Maximum force**: 4.4 eV/Å
**Energy above the lowest of the compared OMol25 structures with the same formula, charge and spin**: 138.8 kJ/mol
**2S+1**: 1
**E_HOMO**: -13.615 eV

15.
Computed, not measured: a gas-phase ion, C3H8FN3 (charge +2), with wB97M-V/def2-TZVPD.

```
15
Properties=species:S:1:pos:R:3:mulliken_charge:R:1
C -0.750 1.237 0.066 0.16
C 0.570 -0.294 -1.501 0.59
C 0.274 -0.874 1.097 -1.03
N -1.550 1.720 0.951 -0.24
N 1.227 -1.353 -1.451 -0.19
N -0.194 0.024 0.032 -0.03
F 0.395 0.441 -2.473 -0.09
H -0.776 1.762 -0.875 0.37
H 1.383 -1.038 1.326 0.36
H -0.183 -1.866 0.880 0.49
H -0.162 -0.464 1.990 0.33
H -1.821 2.776 0.962 0.34
H -1.848 1.342 1.798 0.24
H 1.457 -1.808 -0.535 0.27
H 1.979 -1.604 -2.268 0.42
```

**SMILES**: C/[N+](=C\N)C(=[NH2+])F
**M**: 105.1 g/mol
**Charge**: +2
**Lowest unoccupied orbital energy**: -9.22 eV
**Gap between HOMO and LUMO**: 11.0048 eV
**Maximum force**: 6.6 eV/Å
**Energy above the lowest of the compared OMol25 structures with the same formula, charge and spin**: 159.4 kJ/mol
**2S+1**: 1
**E_HOMO**: -20.229 eV

16.
Computed, not measured: 2 unconnected molecules or ions with the total composition C3H8FN4, with wB97M-V/def2-TZVPD.

```
16
Properties=species:S:1:pos:R:3:mulliken_charge:R:1
C 1.484 -0.712 0.007 -0.38
C 1.791 0.670 0.437 -0.30
C 0.092 -0.960 -0.434 -0.08
N 1.017 1.665 0.166 0.35
N 0.434 -1.458 0.785 -0.45
N -0.737 0.281 -0.649 0.18
N -0.163 1.574 -0.439 -1.01
F -3.198 -0.349 0.176 -0.48
H 2.255 -1.206 -0.524 0.44
H 2.597 0.932 1.107 0.41
H -0.323 -1.674 -1.157 0.44
H 1.283 2.615 0.444 0.29
H 0.040 -0.994 1.613 0.31
H -0.967 0.244 -1.729 0.41
H -1.594 0.067 -0.062 0.46
H -4.010 -0.695 0.260 0.41
```

**M**: 119.1 g/mol
**Charge**: +1
**Lowest unoccupied orbital energy (spin up / spin down)**: -3.58 / -3.58 eV
**Gap between HOMO and LUMO (spin up / spin down)**: 9.2936 / 9.2928 eV
**Maximum force**: 3.0 eV/Å
**Energy above the lowest of the compared OMol25 structures with the same formula, charge and spin**: 145.8 kJ/mol
**2S+1**: 1
**E_HOMO (spin up / spin down)**: -12.869 / -12.868 eV

17.
Computed, not measured: a single C3H8FNO molecule, with wB97M-V/def2-TZVPD.

```
14
Properties=species:S:1:pos:R:3:mulliken_charge:R:1
C 0.905 0.629 0.206 -0.61
C -0.085 -0.461 -0.235 0.24
C -1.431 0.176 -0.573 -0.55
H 2.741 0.776 1.055 0.22
H 1.924 -0.596 1.444 0.24
H 0.315 1.224 0.969 0.29
H 1.156 1.232 -0.632 0.38
H 0.327 -1.126 -1.061 0.26
H -1.768 0.613 0.354 0.36
H -1.201 0.914 -1.319 0.30
H -2.428 -1.504 -0.656 0.32
N 2.172 0.042 0.706 -0.61
O -2.342 -0.676 -1.141 -0.51
F -0.285 -1.244 0.883 -0.33
```

**SMILES**: NC[C@@H](F)CO
**M**: 93.1 g/mol
**Lowest unoccupied orbital energy**: 1.01 eV
**Gap between HOMO and LUMO**: 10.6547 eV
**Maximum force**: 1.8 eV/Å
**Energy above the lowest of the compared OMol25 structures with the same formula, charge and spin**: 85.7 kJ/mol
**2S+1**: 1
**E_HOMO**: -9.643 eV